Entry 1:
Below is C4H9N3 in the gas phase in a non-equilibrium geometry, with properties calculated with ωB97M-V/def2-TZVPD.

Relative energy (zero: lowest compared OMol25 entry of this formula, charge and spin)   260.0 kJ/mol
E   -321.99133 hartree
E_HOMO   -8.847 eV
Charge   0
Structure (SMILES)   [H]/N=C1/CCNN1C

Last column: Mulliken charge in e.
Geometry (Å):
C  -0.5574  -1.2991  0.8613  -0.40
H  -2.1246  0.2697  1.7052  0.35
H  -1.2021  -2.0248  0.4868  0.30
H  -0.1495  0.6542  1.7015  0.25
N  -1.2288  0.8860  -0.0703  -0.52
C  0.9701  1.3135  -1.0973  -0.97
C  -1.1259  0.1677  1.2111  -0.59
H  1.6361  0.7937  -1.8076  0.35
N  1.4780  -1.5177  -0.3799  -0.69
H  2.0854  -1.0863  -1.1555  0.23
H  1.6086  1.7592  -0.3474  0.29
C  0.4095  -0.8585  -0.1441  0.48
H  -0.1763  -1.7904  1.8734  0.22
H  0.4094  2.0725  -1.6089  0.31
H  -2.0294  0.2722  -0.5070  0.27
N  -0.0031  0.3882  -0.7213  0.11


Entry 2:
Below is a 2-piece molecular cluster, C4H9N3 overall, with properties calculated with ωB97M-V/def2-TZVPD.

Relative energy (zero: lowest compared OMol25 entry of this formula, charge and spin)   197.0 kJ/mol
E   -322.01531 hartree
E_HOMO   -8.600 eV
Charge   0
Structure (SMILES)   [H]/N=C(/C)N.C#CN

Last column: Mulliken charge in e.
Geometry (Å):
C  0.8736  0.0056  -1.5624  -1.17
N  0.9305  -1.4000  0.3692  -0.80
H  -1.6750  2.2930  1.2707  0.46
H  1.4485  1.7524  0.2042  0.22
C  -1.8768  0.1736  0.5558  0.22
N  -2.0086  -1.0607  0.0495  -0.53
N  1.6093  0.8359  0.5844  -0.50
H  0.0391  0.6998  -1.6758  0.32
H  0.6285  -0.9318  -2.0551  0.29
H  1.7615  0.4405  -2.0229  0.43
H  1.6143  0.7819  1.5911  0.23
C  -1.7657  1.3018  0.9488  -0.72
H  -2.7168  -1.6147  0.5119  0.26
H  1.1297  -1.4862  1.3640  0.16
C  1.1263  -0.2424  -0.1068  0.76
H  -1.1185  -1.5488  -0.0268  0.36


Entry 3:
Below is C4H9N3 in the gas phase in a non-equilibrium geometry, with properties calculated with ωB97M-V/def2-TZVPD.

Relative energy (zero: lowest compared OMol25 entry of this formula, charge and spin)   230.0 kJ/mol
E   -322.00274 hartree
E_HOMO   -7.256 eV
Charge   0
Structure (SMILES)   CN(C=C=N)CN

Last column: Mulliken charge in e.
Geometry (Å):
N  -0.7629  -0.4092  -2.8323  -0.53
C  -1.0039  -0.4436  -1.6320  0.12
H  0.4869  1.7038  1.1907  0.33
N  1.4891  0.7539  -0.4441  -0.44
H  2.2010  0.3879  0.1759  0.19
H  -1.6909  -1.6329  -0.0834  0.33
H  1.8329  1.4836  -1.0531  0.20
H  -0.3322  1.7356  -0.3996  0.47
C  -1.1015  -0.7685  -0.3608  -0.12
C  0.2951  1.1365  0.2656  -0.76
H  0.9108  -1.4197  1.4534  0.34
H  -0.7380  -1.5934  2.0813  0.36
H  0.2585  -0.2285  2.6044  0.32
C  0.0112  -0.8696  1.7573  -1.03
N  -0.5425  -0.0471  0.6997  -0.02
H  -1.3134  0.2115  -3.4232  0.26


Entry 4:
Below is C4H9N3 in the gas phase in a non-equilibrium geometry, with properties calculated with ωB97M-V/def2-TZVPD.

Relative energy (zero: lowest compared OMol25 entry of this formula, charge and spin)   677.2 kJ/mol
E   -321.83244 hartree
E_HOMO   -7.708 eV
Charge   0
Structure (SMILES)   C/N=C\C=C\NN

Last column: Mulliken charge in e.
Geometry (Å):
C  -0.0495  -0.0203  1.3376  -0.24
H  -0.8151  2.0473  0.3628  0.16
N  0.0497  -1.1770  2.0416  0.01
H  -0.6495  0.6524  1.9967  0.23
C  -0.1156  0.9081  -2.5979  -1.35
C  0.3521  0.1261  -0.0814  -0.02
H  -0.8028  0.2081  -2.7292  0.59
N  -0.4984  1.9444  -1.6134  -0.52
H  1.3928  -3.0949  1.3999  0.27
H  -0.0885  -1.3806  3.0715  0.22
H  -0.2833  1.3112  -3.4781  0.53
H  0.7458  0.0670  -2.7599  0.22
C  -0.1893  1.4122  -0.4466  0.10
H  0.8526  -0.5944  -0.8214  0.25
N  0.4491  -2.2938  1.3582  -0.71
H  -0.3422  -3.0882  1.1819  0.24


Entry 5:
Below is an isolated ion of composition C4H9N3 and charge +2 in a non-equilibrium geometry, with properties calculated with ωB97M-V/def2-TZVPD.

Relative energy (zero: lowest compared OMol25 entry of this formula, charge and spin)   441.3 kJ/mol
2S+1   3
E   -321.07905 hartree
E_HOMO (alpha / beta)   -16.680 / -21.856 eV
Charge   +2
<S²>   2.02

Last column: Mulliken charge in e.
Geometry (Å):
H  -1.5941  0.1497  -1.7872  0.28
H  2.2444  -0.9521  1.0418  0.35
C  -0.5953  -1.8548  0.7695  -0.10
N  0.3876  -1.7046  1.4999  0.15
H  -2.5207  -1.2645  -0.6318  0.32
N  0.5385  -0.1574  -0.3054  -0.10
N  -0.6936  -0.8884  -0.3102  0.01
H  1.1981  1.9911  -0.2133  0.42
H  -0.2960  1.7502  -0.6518  0.41
H  -1.2831  -2.6665  1.0462  0.44
H  1.1234  0.1078  1.9321  0.31
C  -1.7315  -0.6290  -0.9520  -0.10
H  0.0249  1.7099  1.0613  0.38
H  1.2798  -0.4310  -1.0066  0.42
C  0.3909  1.4192  0.0682  -0.82
C  1.1843  -0.6127  1.1255  -0.36


Entry 6:
Below is a 3-piece molecular cluster, C4H9N3O overall in a non-equilibrium geometry, with properties calculated with ωB97M-V/def2-TZVPD.

Relative energy (zero: lowest compared OMol25 entry of this formula, charge and spin)   708.0 kJ/mol
E   -397.08100 hartree
E_HOMO (alpha / beta)   -8.423 / -7.138 eV
Charge   0

Last column: Mulliken charge in e.
Geometry (Å):
O  2.8327  -0.5618  0.2317  -0.69
N  0.8630  -0.0289  0.4131  -0.16
H  -2.3235  1.5644  -0.6115  0.23
N  0.6088  -1.9990  -0.9923  -0.60
H  -2.9194  -0.5330  1.2846  0.31
H  -1.3887  0.7539  -1.8158  0.25
C  1.2423  1.3611  0.1560  -0.72
C  0.5604  -0.9169  -0.4325  0.75
H  -0.2032  -2.3597  -1.4735  0.29
C  -1.8429  -0.5749  1.1463  -0.91
C  -1.2799  -0.0687  0.0605  0.21
H  0.3384  1.9705  0.1043  0.35
H  1.8339  1.4414  -0.7536  0.26
H  -1.2485  -1.0536  1.9100  0.28
H  2.8487  -1.4284  0.6653  0.24
H  1.8554  1.6726  0.9947  0.30
N  -1.7777  0.7611  -0.8871  -0.39


> charge of number 1 (C4H9N3)?

0